(a)
A cluster of 5 separate species, H10O5 in total. Source: the OMol25 dataset; level of theory: wB97M-V/def2-TZVPD.

Values from the calculation:
HOMO (alpha / beta) = 0.025 / -0.264 hartree
Multiplicity = 2
Total charge = -1
Lowest unoccupied orbital energy (alpha / beta) = 3.03 / 2.95 eV
Gap between HOMO and LUMO (alpha / beta) = 2.35 / 10.14 eV

Element x y z (Å)
O: -0.24292 3.11498 0.63679
H: -0.64942 2.41315 1.14513
H: -0.64629 3.91681 0.96935
O: -0.06358 -0.61225 -0.12640
H: -0.53651 -0.31830 0.65216
H: 0.73922 -1.00623 0.21496
O: 2.77941 -2.55572 -0.26268
H: 2.47708 -3.12826 0.44232
H: 3.63204 -2.23836 0.03486
O: -0.32243 -0.88568 -3.06212
H: -0.51723 -0.93965 -2.12651
H: -1.17029 -1.00206 -3.49088
O: -1.51182 0.91111 1.81554
H: -1.76586 0.93043 0.89287
H: -2.20141 1.40003 2.26460

Let us look at the natural (NBO) charges, expressed in e, one per atom: number 1, O, carries -1.030; number 2, H, carries 0.478; number 3, H, carries 0.426; number 4, O, carries -1.022; number 5, H, carries 0.485; number 6, H, carries 0.468; number 7, O, carries -0.950; number 8, H, carries 0.457; number 9, H, carries 0.462; number 10, O, carries -0.970; number 11, H, carries 0.498; number 12, H, carries 0.449; number 13, O, carries -1.400; number 14, H, carries 0.395; number 15, H, carries 0.254

(b)
A cluster of 5 separate species, H10O5 in total. Source: the OMol25 dataset; level of theory: wB97M-V/def2-TZVPD.

Values from the calculation:
HOMO (alpha / beta) = 0.026 / -0.268 hartree
Multiplicity = 2
Total charge = -1
Lowest unoccupied orbital energy (alpha / beta) = 3.78 / 3.56 eV
Gap between HOMO and LUMO (alpha / beta) = 3.06 / 10.86 eV

Element x y z (Å)
O: 1.52157 1.23944 0.83052
O: 0.27018 -1.67943 1.31809
O: -2.48634 -1.43288 0.37839
O: -0.59345 -1.61886 -1.65098
O: 1.25856 3.60638 -0.79270
H: 2.47267 1.09830 0.87448
H: -0.42231 -1.55761 0.64141
H: -2.31979 -1.25845 -0.56318
H: -0.50855 -0.80841 -2.19598
H: 1.75720 3.04130 -1.39242
H: 1.15968 0.54305 1.39644
H: -0.25486 -1.92499 2.09613
H: -3.21138 -0.84621 0.62691
H: 0.20865 -2.12231 -1.89151
H: 0.90523 2.99031 -0.13383

Let us look at the natural (NBO) charges, expressed in e, one per atom: number 1, O, carries -1.011; number 2, O, carries -1.014; number 3, O, carries -1.043; number 4, O, carries -1.422; number 5, O, carries -1.000; number 6, H, carries 0.455; number 7, H, carries 0.511; number 8, H, carries 0.484; number 9, H, carries 0.311; number 10, H, carries 0.453; number 11, H, carries 0.495; number 12, H, carries 0.449; number 13, H, carries 0.440; number 14, H, carries 0.399; number 15, H, carries 0.494

What should be chosen as the most stable of them? Choose (b).

(a)
A cluster of 2 separate species, C6H10O4 in total. Source: the OMol25 dataset; level of theory: wB97M-V/def2-TZVPD.

Values from the calculation:
HOMO = -0.346 hartree
SMILES = CC(=O)O[C@H](C)O.C=C=O
Lowest unoccupied orbital energy = 0.70 eV
Gap between HOMO and LUMO = 10.12 eV

Element x y z (Å)
C: 0.82367 2.39826 0.47386
C: 0.34453 1.13932 -0.19029
O: 0.82654 0.64140 -1.17561
O: -0.71137 0.62765 0.45829
C: -1.31876 -0.57217 -0.04927
C: -2.05184 -0.32441 -1.35820
O: -2.22478 -0.99993 0.90344
H: 1.89581 2.49707 0.33077
H: 0.57619 2.38343 1.53032
H: 0.32791 3.24681 0.00466
H: -0.50667 -1.30886 -0.19885
H: -1.34582 -0.01984 -2.12447
H: -2.54852 -1.24256 -1.65706
H: -2.79757 0.45059 -1.21058
H: -1.81161 -0.97558 1.77159
C: 1.96131 -2.02247 0.23415
C: 2.29566 -0.96474 0.88962
O: 2.58191 -0.00770 1.48425
H: 1.81515 -1.96800 -0.82807
H: 1.86826 -2.97826 0.71144

Let us look at the natural (NBO) charges, expressed in e, one per atom: number 1, C, carries -0.715; number 2, C, carries 0.811; number 3, O, carries -0.620; number 4, O, carries -0.530; number 5, C, carries 0.374; number 6, C, carries -0.652; number 7, O, carries -0.706; number 8, H, carries 0.242; number 9, H, carries 0.237; number 10, H, carries 0.241; number 11, H, carries 0.160; number 12, H, carries 0.235; number 13, H, carries 0.224; number 14, H, carries 0.218; number 15, H, carries 0.480; number 16, C, carries -0.800; number 17, C, carries 0.731; number 18, O, carries -0.472; number 19, H, carries 0.279; number 20, H, carries 0.265

(b)
An isolated molecule of C6H10O4. Source: the OMol25 dataset; level of theory: wB97M-V/def2-TZVPD.

Values from the calculation:
HOMO = -0.362 hartree
SMILES = O[C@@H]1[C@H](O)[C@H]2O[C@@H]2C[C@H]1O
Lowest unoccupied orbital energy = 0.58 eV
Gap between HOMO and LUMO = 10.43 eV

Element x y z (Å)
O: -1.88238 0.05444 0.95589
C: -0.62308 0.69390 0.77293
C: -0.40720 0.93882 -0.78012
O: -1.67085 1.48447 -1.16308
C: -0.10450 -0.48799 -1.18791
O: 0.75893 -1.17085 -2.04193
C: 1.18350 -0.95751 -0.71049
C: 0.99336 -1.49178 0.68454
C: 0.46618 -0.15842 1.44622
O: 1.65074 0.61595 1.67561
H: -2.46387 0.34619 0.19214
H: -0.66676 1.67019 1.25383
H: 0.40981 1.70688 -0.88201
H: -1.66863 1.69130 -2.15581
H: -0.99059 -1.11046 -0.93829
H: 1.92137 -0.20229 -0.69579
H: 0.20456 -2.28497 0.79038
H: 1.92846 -1.87146 1.13746
H: 0.06349 -0.46275 2.39953
H: 1.36114 1.42319 2.13564

Let us look at the natural (NBO) charges, expressed in e, one per atom: number 1, O, carries -0.734; number 2, C, carries 0.071; number 3, C, carries 0.044; number 4, O, carries -0.749; number 5, C, carries 0.013; number 6, O, carries -0.439; number 7, C, carries 0.033; number 8, C, carries -0.427; number 9, C, carries 0.093; number 10, O, carries -0.725; number 11, H, carries 0.498; number 12, H, carries 0.170; number 13, H, carries 0.194; number 14, H, carries 0.491; number 15, H, carries 0.185; number 16, H, carries 0.179; number 17, H, carries 0.227; number 18, H, carries 0.226; number 19, H, carries 0.183; number 20, H, carries 0.468

What should be chosen as the most stable of them? Choose (a).